No. 1
The following is a DFT calculation (wB97M-V/def2-TZVPD) of C20H18As2O13SV as an isolated structure at a distorted geometry.

Output
**Gap between HOMO and LUMO (spin up / spin down)**: 5.641 / 6.103 eV
**Energy relative to the best compared isomer or geometry (same formula, charge and spin)**: 0.000 eV
**2S+1**: 2
**Charge**: +2
**<S²>**: 1.053
**LUMO energy (spin up / spin down)**: -9.5 / -9.1 eV

Each line ends with the Mulliken charge.
Atoms and positions in Å:
V1 -0.04406 0.83524 1.81768  -0.55
O1 -0.46832 5.93520 3.50506  -0.37
C1 -0.64275 4.81986 3.14786  0.33
C2 -0.84131 4.34009 1.68568  0.38
O2 -0.86374 4.95588 0.67283  -0.43
C3 -1.04291 2.83158 1.79311  0.61
C4 -0.99200 2.40151 3.12566  1.12
O3 -0.98343 1.11824 3.39652  -0.68
C5 -0.66670 3.56279 4.05890  0.16
O4 -0.44627 3.46204 5.22018  -0.41
O5 -1.11732 1.94658 0.80890  -0.68
C6 4.76341 -1.89285 -3.53822  -0.75
O6 4.38040 -1.27570 -2.27472  -0.46
C7 5.39615 -0.83130 -1.51475  -0.61
O7 6.55687 -0.91560 -1.77566  -0.53
C8 4.85065 -0.22970 -0.25794  0.53
C9 5.62564 0.39245 0.63325  0.60
As1 4.89464 1.19292 2.26528  0.42
C10 4.95146 3.01811 1.56811  -1.23
C11 3.01231 0.54074 1.83694  0.34
C12 1.97477 1.17652 1.13393  2.08
As2 2.94428 -0.38716 -0.11818  0.97
C13 2.65765 -2.20875 0.53079  -1.16
C14 2.02904 2.63995 0.76541  -0.05
O8 1.79336 3.27033 1.78091  -0.59
O9 2.10570 3.20750 -0.39494  -0.38
C15 2.37801 2.52969 -1.64341  -0.71
C16 2.56466 -0.46753 2.83415  -0.17
O10 3.24140 -1.17874 3.49206  -0.43
O11 1.15125 -0.48484 2.96424  -0.08
C17 0.66109 -1.29348 4.10569  -0.95
C18 7.07112 0.75263 0.35855  0.30
O12 7.26614 1.82853 -0.13171  -0.52
O13 8.03746 -0.01246 0.82918  -0.33
C19 7.73535 -1.32166 1.34271  -0.46
H1 3.85204 -2.32389 -3.93636  0.27
H2 5.51540 -2.65505 -3.35344  0.33
H3 5.15874 -1.12702 -4.19989  0.33
H4 6.01795 3.24926 1.57406  0.54
H5 4.42498 3.69006 2.23995  0.40
H6 4.60933 3.11779 0.54109  0.33
H7 3.44175 -2.48666 1.23153  0.40
H8 2.71461 -2.82817 -0.36421  0.44
H9 1.67639 -2.32054 0.98631  0.33
H10 2.29110 3.30888 -2.39262  0.35
H11 1.63894 1.75162 -1.81771  0.30
H12 3.39516 2.13776 -1.63516  0.30
H13 -0.40038 -1.43359 3.93115  0.32
H14 0.84040 -0.72867 5.01555  0.30
H15 1.19681 -2.23571 4.10726  0.42
H16 8.67880 -1.70812 1.71329  0.33
H17 7.36880 -1.96073 0.54127  0.18
H18 7.02673 -1.26420 2.17126  0.24
S1 -1.17620 -1.61076 -0.52115  0.11
C20 -0.58716 -0.64094 0.45004  0.47

---

No. 2
The following is a DFT calculation (wB97M-V/def2-TZVPD) of C20H18AuCl8GeN3P as an isolated structure.

Output
**Gap between HOMO and LUMO (spin up / spin down)**: 6.459 / 4.616 eV
**Energy relative to the best compared isomer or geometry (same formula, charge and spin)**: 0.087 eV
**2S+1**: 4
**Charge**: +2
**<S²>**: 3.780
**LUMO energy (spin up / spin down)**: -6.8 / -9.9 eV

Each line ends with the Mulliken charge.
Atoms and positions in Å:
Au1 0.49537 -0.23464 0.16109  0.25
C1 -5.22177 1.31187 -0.91668  -0.52
C2 -4.26769 1.57739 0.05634  -1.02
C3 -3.11534 0.81454 0.11105  1.06
C4 -2.92403 -0.21258 -0.80551  -0.41
C5 -3.88729 -0.49486 -1.77544  -0.41
C6 -5.03078 0.27673 -1.82987  -0.67
N1 -1.73306 -0.96762 -0.65894  1.06
N2 -1.65452 -2.02988 -1.28429  -0.62
C7 -0.50407 -2.81564 -1.04079  -0.01
C8 -0.57748 -4.13692 -1.43003  -0.40
C9 0.47009 -4.98847 -1.12152  -0.48
C10 1.55995 -4.48458 -0.43235  -0.80
C11 1.57437 -3.14228 -0.10399  -0.15
N3 0.57294 -2.31017 -0.41457  0.06
H1 -6.12509 1.90570 -0.95853  0.44
H2 -4.43184 2.36689 0.77760  0.47
H3 -2.38047 0.97688 0.89199  0.03
H4 -3.71874 -1.30349 -2.47258  0.48
H5 -5.78211 0.07083 -2.57935  0.42
H6 -1.46838 -4.47491 -1.94038  0.55
H7 0.43235 -6.03152 -1.40584  0.44
H8 2.39306 -5.11503 -0.15629  0.47
H9 2.40696 -2.70790 0.43234  0.35
C12 4.09947 -0.40551 1.45214  -1.21
P1 3.02108 0.19608 0.12464  0.53
C13 3.41651 1.95977 -0.01879  -1.08
C14 3.66724 -0.51943 -1.41365  -1.17
H10 5.12963 -0.12952 1.21736  0.43
H11 4.03992 -1.48799 1.55499  0.40
H12 3.81286 0.04977 2.39914  0.29
H13 4.47817 2.06145 -0.24875  0.51
H14 3.21073 2.47257 0.92033  0.33
H15 2.83684 2.41685 -0.82147  0.30
H16 4.69466 -0.18369 -1.56419  0.47
H17 3.06068 -0.18577 -2.25624  0.35
H18 3.65367 -1.60765 -1.37991  0.37
Cl1 0.82358 -1.98508 3.79012  -0.26
Ge1 -0.77930 -1.37388 2.50030  0.90
Cl2 -1.94296 -3.11815 2.06498  -0.26
Cl3 -2.07436 0.05807 3.43500  -0.23
Cl4 1.21475 1.59309 2.95489  -0.02
C15 0.43090 2.44242 1.67950  0.44
C16 0.18793 1.79379 0.46107  -1.26
C17 -0.33165 2.60324 -0.62767  1.28
Cl5 -0.44011 1.88216 -2.16107  -0.02
C18 -0.72732 3.91544 -0.47311  -0.14
Cl6 -1.40440 4.80995 -1.75189  -0.12
C19 -0.54467 4.50932 0.78921  0.50
Cl7 -0.99134 6.09014 1.04362  -0.04
C20 0.06691 3.76164 1.87718  0.17
Cl8 0.30815 4.53057 3.34880  -0.07

---

No. 3
The following is a DFT calculation (wB97M-V/def2-TZVPD) of C20H18BrClN2Rh as an isolated structure at a distorted geometry.

Output
**Gap between HOMO and LUMO (spin up / spin down)**: 5.197 / 5.196 eV
**Energy relative to the best compared isomer or geometry (same formula, charge and spin)**: 1.861 eV
**Charge**: +1
**LUMO energy (spin up / spin down)**: -5.2 / -5.2 eV

Each line ends with the Mulliken charge.
Atoms and positions in Å:
Rh1 0.11980 0.74001 -0.59329  -0.40
Br1 -0.37352 2.55067 -2.20811  -0.04
C1 -0.18034 1.46272 -3.76314  0.88
C2 -0.30682 2.03054 -4.98988  -0.74
C3 -0.15395 1.19747 -6.11923  -0.47
C4 0.10637 -0.13126 -5.95591  -0.96
C5 0.22849 -0.70986 -4.66773  0.79
C6 0.48022 -2.09141 -4.50461  -0.72
C7 0.57995 -2.62586 -3.25635  -0.99
C8 0.44613 -1.80892 -2.11185  0.35
C9 0.21582 -0.45672 -2.19978  -0.64
C10 0.08788 0.10383 -3.51408  1.06
H1 -0.51692 3.08479 -5.10376  0.40
H2 -0.24554 1.62489 -7.10793  0.39
H3 0.22373 -0.77287 -6.82009  0.38
H4 0.58448 -2.71160 -5.38597  0.39
H5 0.76293 -3.68521 -3.13184  0.39
H6 0.52509 -2.28319 -1.14766  0.34
C11 0.31411 -3.34341 2.83886  -0.91
N1 1.35049 -2.46854 2.28211  0.00
C12 2.74430 -2.92107 2.34007  -0.92
C13 1.01339 -1.54697 1.41958  0.30
N2 0.70627 -0.72769 0.66794  -0.46
H7 0.56159 -3.55339 3.87774  0.32
H8 0.25849 -4.27964 2.28164  0.31
H9 -0.64685 -2.83796 2.79907  0.34
H10 2.99740 -3.12913 3.37794  0.32
H11 3.39685 -2.13645 1.96708  0.35
H12 2.88233 -3.82451 1.74431  0.31
Cl1 -1.98167 3.43408 6.70748  -0.15
C14 -1.65442 2.97439 5.08258  0.46
C15 -2.70012 2.92116 4.16199  -0.73
C16 -2.43702 2.56070 2.86257  -0.39
C17 -1.12306 2.23708 2.45147  0.73
C18 -0.85598 1.87565 1.11936  -0.66
C19 -0.08742 2.29459 3.41238  -0.34
C20 -0.34734 2.66546 4.70982  -0.79
H13 -3.70313 3.17048 4.47825  0.42
H14 -3.24270 2.52570 2.14001  0.39
H15 0.24230 1.84017 0.91982  0.42
H16 -1.64288 1.97476 0.38043  0.43
H17 0.92678 2.05508 3.11535  0.39
H18 0.44448 2.72147 5.44336  0.42

---

No. 4
The following is a DFT calculation (wB97M-V/def2-TZVPD) of one molecule with the formula C20H18Cl3NO3S.

Output
**Gap between HOMO and LUMO**: 8.710 eV
**SMILES string**: O=C(/C=C/c1ccc(Cl)cc1Cl)N(Cc1ccc(Cl)cc1)[C@H]1CCS(=O)(=O)C1
**LUMO energy**: -0.3 eV

Each line ends with the Mulliken charge.
Atoms and positions in Å:
O1 -1.07601 -1.88722 0.73837  -0.67
C1 -0.65751 -1.03097 -0.02594  0.32
N1 -1.50806 -0.19975 -0.69886  0.23
C2 -1.03609 0.89963 -1.51375  -1.38
C3 -0.22406 1.93665 -0.76785  0.86
C4 0.53280 2.84754 -1.49643  -0.57
C5 1.28397 3.81709 -0.86045  -0.82
C6 1.28364 3.87509 0.52467  0.44
C7 0.53163 2.97990 1.26702  -1.00
C8 -0.22137 2.01826 0.61710  0.22
H1 -0.79981 1.32102 1.20351  0.38
H2 0.53770 3.03163 2.34416  0.42
Cl1 2.23397 5.07053 1.32995  -0.22
H3 1.87374 4.51671 -1.43117  0.40
H4 0.53981 2.79487 -2.57549  0.39
H5 -1.90910 1.39814 -1.94583  0.51
H6 -0.44729 0.51523 -2.35618  0.40
C9 -2.94168 -0.32913 -0.47518  -0.39
C10 -3.38576 -0.12494 0.96422  -0.96
H7 -3.31500 0.90235 1.30508  0.43
H8 -2.89767 -0.81531 1.64479  0.46
S1 -5.14528 -0.57445 0.81845  1.21
O2 -5.61996 -1.26608 1.98172  -0.68
O3 -5.87656 0.59076 0.39768  -0.67
C11 -4.97286 -1.70561 -0.61368  -0.78
C12 -3.48384 -1.70947 -0.89132  -0.92
H9 -2.98375 -2.46979 -0.29127  0.37
H10 -3.26671 -1.89934 -1.94378  0.44
H11 -5.36838 -2.67645 -0.33819  0.46
H12 -5.55586 -1.27031 -1.42005  0.36
H13 -3.44356 0.43181 -1.08235  0.52
C13 0.79201 -0.85454 -0.25953  -0.68
C14 1.64833 -1.45623 0.57105  -0.59
C15 3.10078 -1.44505 0.50866  0.08
C16 3.78014 -2.59792 0.91711  -0.43
C17 5.15420 -2.69850 0.86788  -0.80
C18 5.89353 -1.61169 0.42275  0.44
C19 5.26055 -0.43952 0.04307  -0.82
C20 3.87758 -0.36178 0.08328  0.62
Cl2 3.16190 1.15551 -0.33816  -0.02
H14 5.83744 0.41207 -0.27987  0.45
Cl3 7.61133 -1.70655 0.35533  -0.21
H15 5.65229 -3.60353 1.17630  0.42
H16 3.19888 -3.43901 1.26358  0.43
H17 1.22066 -2.06495 1.35994  0.49
H18 1.12930 -0.27665 -1.10033  0.86